(1)
Entry from the OMol25 dataset: C9H21INO4S2 as an isolated structure (ωB97M-V/def2-TZVPD).

frontier orbital gap	7.95	eV
maximum force	0.3	eV/A
E_HOMO	-0.2081	Ha
LUMO energy	2.3	eV
energy	-49126.19717	eV

Structure (ORCA input):
```
! RIJCOSX wB97M-V def2-TZVPD def2/J DEFGRID3
* xyz -1 1
O -2.01 1.22 -4.25
S -1.66 2.56 -3.81
O -2.69 3.31 -3.12
N -0.22 2.67 -3.14
S 0.05 2.20 -1.66
O 0.33 3.31 -0.77
O -0.88 1.21 -1.17
C 1.64 1.34 -1.83
C 2.07 1.01 -3.25
C 3.37 0.24 -3.22
I 4.38 0.25 -5.11
H -1.35 3.25 -4.92
H 1.50 0.42 -1.26
H 2.38 1.97 -1.33
H 1.29 0.41 -3.74
H 2.16 1.92 -3.84
H 3.22 -0.81 -2.98
H 4.09 0.66 -2.52
C -0.24 -3.61 3.23
C -1.14 -2.47 3.70
C -1.97 -1.84 2.58
C -1.15 -1.22 1.45
C -0.17 -0.14 1.89
C -0.84 1.07 2.55
H 0.49 -3.26 2.51
H 0.31 -4.05 4.07
H -0.83 -4.40 2.76
H -0.53 -1.70 4.19
H -1.82 -2.85 4.48
H -2.64 -1.09 3.01
H -2.62 -2.61 2.16
H -1.84 -0.78 0.72
H -0.61 -2.00 0.91
H 0.36 0.21 1.01
H 0.58 -0.56 2.57
H -1.56 1.51 1.86
H -0.10 1.83 2.79
H -1.36 0.79 3.47
*
```


(2)
Entry from the OMol25 dataset: a 3-piece molecular cluster, C9H21N3OS overall (ωB97M-V/def2-TZVPD).

frontier orbital gap	9.83	eV
maximum force	4.8	eV/A
E_HOMO	-0.3320	Ha
SMILES	C=C[C@H](C[C@H](S)CC)N=C.C=NO.N
LUMO energy	0.8	eV
energy	-27020.91911	eV

Structure (ORCA input):
```
! RIJCOSX wB97M-V def2-TZVPD def2/J DEFGRID3
* xyz 0 1
C 0.08 3.28 2.07
C -0.45 2.05 2.12
C -0.49 1.21 0.90
C -1.65 0.32 0.81
C -1.93 -0.39 -0.55
S -2.37 0.90 -1.93
C -3.16 -1.30 -0.43
C -3.77 -1.85 -1.77
N 0.73 0.34 0.63
C 1.63 0.27 1.55
H 0.10 3.86 2.91
H 0.60 3.67 1.09
H -1.09 1.84 2.90
H -0.49 1.85 -0.05
H -1.72 -0.66 1.44
H -2.52 0.84 1.11
H -1.15 -0.91 -1.08
H -3.17 1.59 -1.20
H -2.81 -2.02 0.33
H -4.08 -0.89 0.00
H -4.70 -1.34 -2.19
H -4.21 -2.81 -1.64
H -2.91 -1.90 -2.45
H 2.44 -0.40 1.24
H 1.64 0.70 2.47
C 3.17 0.77 -1.64
N 1.98 1.06 -1.57
O 1.20 0.74 -2.64
H 3.76 1.09 -0.85
H 3.72 0.21 -2.38
H 0.29 0.85 -2.40
N 6.05 -1.48 -0.03
H 6.81 -1.24 0.76
H 6.42 -2.32 -0.38
H 5.08 -1.61 0.45
*
```


(3)
Entry from the OMol25 dataset: an isolated ion of composition C9H21N4 and charge +1 (ωB97M-V/def2-TZVPD).

frontier orbital gap (alpha / beta)	6.48 / 5.34	eV
maximum force	6.3	eV/A
E_HOMO (alpha / beta)	-0.3234 / -0.4638	Ha
LUMO energy (alpha / beta)	-2.3 / -7.3	eV
energy	-15620.35642	eV

Structure (ORCA input):
```
! RIJCOSX wB97M-V def2-TZVPD def2/J DEFGRID3
* xyz 1 3
C -2.49 0.33 -0.15
C 0.23 -1.29 1.19
C 1.05 -0.07 -0.81
C -2.76 1.50 0.72
C -0.74 -1.29 2.38
C 0.84 2.38 -0.43
C 3.29 -0.80 -0.40
C -1.67 -1.37 -1.61
C 1.05 1.32 -1.49
N 1.52 -0.72 1.43
N -0.19 -0.36 -0.02
N 2.07 -0.20 0.17
N -1.48 -0.34 -0.59
H -3.47 -0.02 -0.50
H 0.32 -2.29 0.59
H 1.15 -0.96 -1.59
H -3.80 1.80 0.69
H -2.06 2.45 0.55
H -2.50 1.15 1.72
H -0.47 -0.38 3.01
H -0.41 -2.08 3.02
H -1.77 -1.40 2.09
H 0.38 1.89 0.42
H 0.28 3.24 -0.73
H 1.80 2.81 -0.14
H 4.20 -0.58 0.11
H 3.31 -1.92 -0.48
H 3.35 -0.53 -1.47
H -2.26 -1.07 -2.46
H -2.16 -2.26 -1.26
H -0.68 -1.55 -1.98
H 2.02 1.37 -1.92
H 0.46 1.38 -2.32
H 1.60 -0.14 2.23
*
```